[1]
{
  "formula": "C28H21PSe5Ta",
  "method": "ωB97M-V with the def2-TZVPD basis set",
  "symbols": ["Ta", "Se", "Se", "Se", "Se", "C", "C", "C", "C", "C", "C", "P", "C", "C", "C", "C", "C", "C", "C", "C", "C", "C", "C", "C", "C", "C", "C", "C", "H", "H", "H", "H", "H", "H", "H", "H", "H", "H", "H", "H", "H", "H", "H", "H", "Se", "C", "C", "C", "C", "C", "C", "H", "H", "H", "H", "H"],
  "xyz": [[-0.7553, 0.9316, -1.0977], [-1.5443, -1.3049, -1.8606], [-3.3367, 0.2279, -1.9773], [-3.3200, 1.3910, 0.0945], [-1.7421, 3.0765, -0.1147], [-1.3682, 2.3995, 5.3166], [-0.7363, 3.0148, 4.2454], [-0.5222, 2.3112, 3.0720], [-0.9498, 0.9876, 2.9626], [-1.5687, 0.3671, 4.0451], [-1.7727, 1.0779, 5.2194], [-0.5171, 0.0841, 1.4398], [-1.1720, -1.5962, 1.6469], [-2.5462, -1.7665, 1.8220], [-3.0817, -3.0398, 1.9267], [-2.2480, -4.1466, 1.8373], [-0.8861, -3.9822, 1.6375], [-0.3425, -2.7086, 1.5457], [1.2749, -0.0607, 1.6005], [1.8462, -0.3726, 2.8120], [3.2407, -0.4400, 2.9386], [4.0285, -0.2266, 1.8416], [3.4662, 0.0490, 0.5759], [4.2791, 0.1653, -0.5742], [3.7098, 0.3815, -1.7949], [2.3194, 0.5593, -1.9100], [1.4616, 0.4963, -0.8255], [2.0537, 0.1762, 0.4437], [-1.5354, 2.9485, 6.2340], [-0.4009, 4.0404, 4.3251], [0.0093, 2.7774, 2.2547], [-1.8742, -0.6674, 3.9824], [-2.2424, 0.5869, 6.0617], [-3.1957, -0.9019, 1.8868], [-4.1452, -3.1662, 2.0801], [-2.6645, -5.1418, 1.9227], [-0.2434, -4.8483, 1.5518], [0.7224, -2.5825, 1.3962], [1.2169, -0.5673, 3.6715], [3.6808, -0.6629, 3.9014], [5.1074, -0.2711, 1.9308], [5.3525, 0.0659, -0.4686], [4.3237, 0.4404, -2.6840], [1.9399, 0.7736, -2.8993], [-0.3096, 2.2603, -3.1314], [-0.3676, 1.3143, -4.8206], [0.0881, 0.0149, -4.9823], [0.0036, -0.5782, -6.2341], [-0.5302, 0.1186, -7.3079], [-0.9765, 1.4217, -7.1344], [-0.8901, 2.0286, -5.8918], [0.5124, -0.5325, -4.1519], [0.3606, -1.5912, -6.3688], [-0.5900, -0.3497, -8.2810], [-1.3924, 1.9718, -7.9679], [-1.2298, 3.0456, -5.7441]],
  "atomic_forces_ev_per_a": [[1.073, -0.184, -0.127], [0.046, 0.213, 0.240], [-0.174, 0.168, -0.209], [0.090, -0.366, 0.135], [0.059, 0.142, -0.170], [-0.030, 0.012, 0.077], [0.042, 0.028, -0.074], [0.000, -0.059, 0.118], [-0.162, 0.000, -0.270], [0.011, 0.092, -0.077], [-0.034, -0.065, 0.033], [0.538, -0.127, 0.308], [-0.085, 0.087, -0.040], [0.024, -0.091, -0.051], [0.033, 0.077, 0.000], [-0.037, -0.101, -0.019], [-0.007, -0.024, -0.021], [-0.026, 0.053, 0.008], [-0.075, -0.009, 0.221], [-0.056, 0.040, -0.202], [0.083, -0.019, 0.039], [0.048, -0.009, 0.090], [-0.212, 0.014, -0.047], [-0.029, 0.035, -0.058], [0.134, -0.037, 0.033], [-0.034, 0.038, -0.067], [-1.166, -0.020, 0.004], [0.158, -0.142, 0.083], [0.009, -0.002, -0.008], [-0.002, -0.009, 0.010], [0.004, 0.046, -0.030], [-0.015, -0.006, 0.035], [-0.011, 0.031, -0.002], [-0.014, -0.037, 0.040], [0.003, -0.016, -0.003], [0.007, 0.007, -0.016], [0.008, 0.008, 0.029], [-0.004, -0.015, 0.011], [0.002, 0.051, 0.044], [0.024, 0.003, -0.023], [-0.006, -0.040, -0.031], [-0.001, -0.012, -0.016], [0.004, 0.025, 0.009], [-0.001, 0.030, 0.045], [-0.339, 0.330, -0.369], [0.127, -0.139, 0.299], [-0.001, 0.009, -0.043], [0.026, -0.066, -0.011], [-0.001, 0.046, 0.014], [0.006, -0.026, -0.047], [-0.010, 0.057, 0.147], [-0.017, -0.023, 0.020], [0.004, 0.008, 0.002], [-0.013, -0.003, 0.002], [0.010, -0.001, -0.003], [-0.013, -0.001, -0.063]],
  "largest_force_ev_per_a": 1.2,
  "gap_ev": 6.2,
  "e_homo_ev": -10.793,
  "de_lowest_ev": 0.718,
  "charge": 1,
  "lumo_energy_ev": -4.61,
  "energy_ha": -13484.9897
}

[2]
{
  "formula": "C7H19NO2",
  "method": "ωB97M-V with the def2-TZVPD basis set",
  "symbols": ["C", "C", "C", "C", "O", "O", "H", "H", "H", "H", "H", "H", "H", "H", "H", "H", "C", "C", "C", "N", "H", "H", "H", "H", "H", "H", "H", "H", "H"],
  "xyz": [[1.2944, 1.1894, -0.2972], [1.1874, 1.5066, -1.8060], [1.7456, 2.4170, 0.4935], [0.7872, 0.2976, -2.6392], [0.0499, 0.7846, 0.2291], [2.4021, 2.0643, -2.3058], [-0.2641, -0.2869, 0.0382], [3.0534, 1.3584, -2.3952], [2.0560, 0.3957, -0.1946], [0.4521, 2.3080, -1.9203], [0.9344, 3.1455, 0.5392], [1.4970, -0.5270, -2.5297], [1.9902, 2.1584, 1.5235], [2.6028, 2.9027, 0.0315], [-0.2257, -0.0310, -2.4244], [0.7307, 0.5579, -3.6959], [-1.4979, -1.3593, -0.3095], [-0.6664, -0.8326, 2.4009], [-2.3596, -2.4499, 1.9566], [-1.1130, -1.8394, 1.5451], [-1.4125, -0.3890, 3.0743], [-3.1696, -1.7151, 2.0614], [-2.5794, -1.2135, -0.4008], [-1.1824, -0.7676, -1.1709], [-1.3663, -2.4022, -0.5849], [-0.2683, 0.0297, 1.7259], [0.2119, -1.1664, 2.9562], [-2.6667, -3.1592, 1.1915], [-2.2232, -2.9767, 2.9076]],
  "atomic_forces_ev_per_a": [[0.538, 0.112, -0.278], [-0.013, -0.040, 0.059], [-0.181, -0.045, 0.009], [-0.265, 0.293, -0.342], [-0.979, -2.860, -1.043], [0.067, -0.088, 0.080], [1.607, 4.154, 0.351], [-0.053, 0.027, 0.025], [-0.115, 0.022, 0.069], [-0.055, -0.080, -0.006], [-0.087, -0.022, -0.109], [-0.097, -0.043, 0.132], [0.034, -0.124, -0.026], [0.037, -0.116, -0.030], [0.127, -0.125, 0.235], [0.314, 0.164, -0.053], [-1.890, -2.887, 1.445], [1.255, 3.091, -0.489], [-0.305, 0.269, -0.759], [-0.503, -0.468, -3.206], [-0.085, -0.202, -0.029], [-0.011, -0.020, 0.217], [-0.031, 0.199, 0.858], [0.999, 0.423, 0.845], [0.252, 0.009, -0.160], [-0.598, -1.341, 1.971], [-0.074, -0.189, 0.262], [-0.062, -0.243, 0.118], [0.173, 0.130, -0.146]],
  "largest_force_ev_per_a": 4.5,
  "gap_ev": 9.2,
  "e_homo_ev": -8.741,
  "de_lowest_ev": 4.440,
  "lumo_energy_ev": 0.43,
  "energy_ha": -483.1636
}

[3]
{
  "formula": "C36H35Cl3IKN2OP2S",
  "method": "ωB97M-V with the def2-TZVPD basis set",
  "symbols": ["K", "C", "P", "C", "C", "C", "C", "C", "C", "C", "P", "C", "C", "H", "H", "H", "H", "H", "H", "H", "H", "H", "H", "H", "H", "H", "H", "H", "H", "I", "C", "C", "C", "C", "C", "C", "C", "C", "C", "C", "H", "H", "H", "H", "H", "H", "Cl", "C", "C", "C", "C", "C", "C", "N", "C", "C", "N", "C", "O", "C", "C", "C", "Cl", "S", "C", "C", "C", "Cl", "C", "H", "H", "H", "H", "H", "H", "H", "H", "H", "H", "H", "H", "H"],
  "xyz": [[-0.3588, -0.3243, 0.2053], [-0.0997, 3.7878, -2.0310], [0.3774, 2.0299, -1.7445], [2.1736, 2.2787, -2.0911], [-0.1746, 1.2677, -3.3088], [-1.0846, 1.8542, -4.1799], [-1.5078, 1.1809, -5.3119], [-0.9992, -0.0712, -5.6071], [-0.0959, -0.6631, -4.7452], [0.2910, -0.0219, -3.5773], [1.3430, -0.8215, -2.3135], [2.8508, -1.1427, -3.3302], [0.6341, -2.5199, -2.3121], [0.2123, 4.1184, -3.0227], [0.4132, 4.3883, -1.2803], [-1.1708, 3.9326, -1.9073], [2.3271, 2.5909, -3.1253], [2.7345, 1.3717, -1.8825], [2.5281, 3.0532, -1.4123], [-1.4743, 2.8404, -3.9817], [-2.2260, 1.6415, -5.9719], [-1.3147, -0.5910, -6.4990], [0.3083, -1.6350, -4.9877], [2.6064, -1.6695, -4.2527], [3.5380, -1.7434, -2.7352], [3.3352, -0.1988, -3.5737], [0.6354, -2.9769, -3.3000], [-0.3821, -2.4724, -1.9299], [1.2365, -3.1305, -1.6412], [2.5865, 0.3929, 1.9800], [1.7893, -0.2762, 3.8563], [2.6588, -0.3272, 4.9065], [2.1772, -0.6701, 6.1785], [0.8482, -0.9331, 6.3465], [-0.0520, -0.8766, 5.2626], [-1.4329, -1.0804, 5.4470], [-2.2863, -0.9667, 4.3858], [-1.7888, -0.6968, 3.0999], [-0.4483, -0.4965, 2.8153], [0.4146, -0.5599, 3.9478], [3.7029, -0.0891, 4.7662], [2.8649, -0.7061, 7.0121], [0.4638, -1.1686, 7.3300], [-1.8036, -1.3074, 6.4393], [-3.3564, -1.0917, 4.5265], [-2.5185, -0.6426, 2.2909], [-9.2739, -6.4139, -2.3300], [-8.4772, -5.0292, -1.6802], [-7.5045, -4.3727, -2.4220], [-6.8768, -3.2664, -1.8865], [-7.2004, -2.7679, -0.6249], [-6.5406, -1.5530, -0.0083], [-6.0565, -0.4762, -1.0240], [-4.7107, -0.6727, -1.4775], [-4.2977, -1.0859, -2.7114], [-2.9376, -1.1440, -2.6567], [-2.5092, -0.7788, -1.4175], [-3.5938, -0.4975, -0.7423], [-5.5174, -1.8676, 0.9208], [-4.7264, -3.0239, 0.6968], [-4.1063, -3.4056, 2.0024], [-2.7799, -3.6538, 2.2114], [-1.5262, -3.4704, 1.0793], [-2.4426, -4.1319, 3.8401], [-4.1057, -3.9656, 4.2451], [-4.8614, -3.5808, 3.1882], [-8.1752, -3.4634, 0.1018], [-8.6201, -2.9522, 1.6882], [-8.8078, -4.5825, -0.4080], [-7.2471, -4.7275, -3.4082], [-6.1071, -2.7855, -2.4641], [-7.3044, -1.0531, 0.6062], [-6.0967, 0.4901, -0.5133], [-6.7357, -0.4483, -1.8775], [-4.9809, -1.2600, -3.5172], [-2.2537, -1.4262, -3.4310], [-3.6106, -0.1903, 0.2823], [-3.9360, -2.8473, -0.0448], [-5.3597, -3.8513, 0.3452], [-4.4296, -4.1592, 5.2473], [-5.9193, -3.3906, 3.2301], [-9.5508, -5.0996, 0.1780]],
  "atomic_forces_ev_per_a": [[-0.041, -0.069, 0.176], [-0.038, -0.179, 0.035], [0.124, 0.877, -0.036], [-0.113, -0.053, 0.035], [-0.027, -0.148, 0.124], [-0.010, 0.081, -0.024], [-0.023, 0.045, -0.033], [-0.026, -0.067, -0.138], [0.070, 0.000, -0.045], [-0.025, 0.014, 0.017], [0.434, -0.637, -0.644], [-0.092, 0.056, 0.282], [0.163, 0.167, 0.051], [-0.037, 0.089, 0.006], [-0.038, 0.028, 0.026], [-0.050, 0.047, -0.019], [0.075, 0.025, 0.036], [0.086, 0.034, -0.013], [0.061, 0.058, -0.003], [-0.043, 0.102, 0.036], [-0.095, 0.067, -0.090], [-0.015, -0.036, -0.120], [-0.016, -0.150, -0.011], [0.012, -0.012, -0.006], [0.083, -0.036, -0.051], [0.043, 0.010, -0.027], [-0.045, -0.060, -0.020], [-0.182, -0.113, 0.040], [-0.007, -0.100, 0.056], [-0.144, -0.233, 0.356], [0.613, 0.245, -0.332], [0.196, 0.128, -0.308], [-0.159, -0.104, 0.130], [0.176, -0.018, 0.227], [0.151, 0.085, -0.259], [-0.359, 0.028, 0.002], [-0.266, 0.089, 0.277], [0.541, 0.195, -0.087], [-0.220, 0.093, 0.214], [-0.391, -0.059, 0.106], [0.050, 0.015, 0.003], [-0.001, -0.017, 0.061], [-0.056, -0.044, 0.090], [-0.016, -0.004, 0.052], [0.015, -0.042, 0.072], [-0.184, -0.056, -0.039], [-0.058, -0.096, -0.046], [0.217, 0.337, 0.217], [-0.213, -0.240, -0.011], [-0.141, 0.201, 0.303], [-0.201, -0.137, 0.117], [-0.127, 0.292, -0.130], [-0.535, -0.132, 0.661], [0.205, 0.061, -0.075], [0.245, -0.083, -0.398], [-0.244, -0.189, -0.279], [0.241, 0.056, 0.104], [0.132, 0.127, 0.168], [-0.176, 0.210, 0.063], [0.274, -0.370, -0.013], [0.304, 0.051, -0.250], [-0.463, -0.108, 0.636], [0.367, -0.168, -0.381], [-0.348, 0.058, -0.488], [0.323, -0.117, -0.098], [0.046, -0.015, 0.161], [0.291, 0.060, -0.379], [-0.080, 0.050, 0.274], [-0.037, -0.177, -0.254], [0.026, -0.052, -0.044], [0.105, 0.070, -0.069], [0.162, -0.097, -0.257], [-0.053, -0.101, -0.109], [0.107, 0.094, 0.017], [-0.146, -0.014, -0.150], [0.115, -0.014, -0.187], [-0.165, 0.120, 0.339], [-0.189, -0.043, -0.017], [0.168, 0.139, 0.035], [-0.067, -0.054, 0.249], [-0.190, -0.028, 0.057], [-0.065, -0.030, 0.031]],
  "largest_force_ev_per_a": 1.0,
  "gap_ev": 6.3,
  "e_homo_ev": -6.168,
  "de_lowest_ev": 0.000,
  "lumo_energy_ev": 0.10,
  "energy_ha": -4936.6410
}

[4]
{
  "formula": "C6H18FO3S3Sn",
  "method": "ωB97M-V with the def2-TZVPD basis set",
  "symbols": ["Sn", "F", "C", "S", "O", "C", "H", "H", "H", "H", "H", "H", "C", "S", "O", "C", "H", "H", "H", "H", "H", "H", "C", "S", "O", "C", "H", "H", "H", "H", "H", "H"],
  "xyz": [[2.2980, 1.9381, -2.6464], [6.1339, 3.0739, -2.5192], [3.0056, -4.4940, -2.2799], [2.2376, -3.6783, -0.7734], [2.3275, -2.2087, -0.9535], [0.4351, -4.0619, -1.0890], [4.0921, -4.4099, -2.2529], [2.7306, -3.9233, -3.1669], [2.6723, -5.5268, -2.3811], [-0.0563, -3.4507, -0.3320], [0.0398, -5.0738, -0.9996], [0.1911, -3.7460, -2.1033], [0.4765, 2.6665, 3.4379], [1.9477, 1.5527, 3.1862], [2.7183, 1.9981, 1.9238], [3.0134, 2.1845, 4.6090], [-0.2115, 2.4955, 2.6099], [0.8033, 3.6968, 3.2974], [-0.0192, 2.4587, 4.3861], [3.9744, 1.6702, 4.6175], [2.5942, 2.0463, 5.6056], [3.3286, 3.2189, 4.4713], [-4.6992, 0.7655, -2.8623], [-3.5541, 0.5163, -1.4759], [-2.3646, 1.4572, -1.7187], [-4.6583, 1.4686, -0.3789], [-5.5920, 0.1404, -2.8775], [-4.1540, 0.4326, -3.7454], [-5.0312, 1.7680, -3.1322], [-4.1477, 1.5941, 0.5759], [-5.6258, 0.9896, -0.2287], [-4.9062, 2.4411, -0.8040]],
  "atomic_forces_ev_per_a": [[1.396, 0.124, 0.617], [-1.509, -0.435, -0.104], [-0.467, 0.786, 0.178], [-0.315, -1.568, -0.660], [0.000, 0.593, -0.431], [0.462, 0.290, -0.237], [-0.062, -0.193, 0.569], [-0.452, 0.033, 0.050], [0.073, 0.058, 0.202], [-0.045, 0.126, -0.208], [0.745, -0.242, 0.289], [0.045, 0.383, 0.087], [0.823, -0.042, -0.815], [1.393, 1.212, -0.142], [-1.492, -0.349, 1.445], [0.178, -0.048, -0.383], [0.013, -0.436, 0.053], [0.121, 0.029, 0.504], [0.246, 0.077, -0.012], [-0.256, -0.573, -0.410], [-0.469, -0.046, -0.247], [-0.644, 0.195, -0.290], [0.257, -0.702, -1.671], [-0.318, 2.550, -0.354], [-1.104, -1.304, 0.151], [0.056, -0.027, 0.547], [0.086, -0.227, 0.702], [0.219, -0.110, -0.051], [0.381, 0.334, 0.819], [-0.096, -0.007, -0.024], [0.206, -0.480, 0.029], [0.530, -0.002, -0.203]],
  "largest_force_ev_per_a": 2.6,
  "gap_ev": 3.6,
  "e_homo_ev": -11.421,
  "de_lowest_ev": 7.459,
  "charge": 1,
  "lumo_energy_ev": -7.83,
  "energy_ha": -1973.2270
}